Computed, not measured: the molecule C10H13N3O in a non-equilibrium geometry, with ωB97M-V with the def2-TZVPD basis set.

The SMILES is C/N=N/N=C1/C=CC=C/C1=C(\C)OC. As for the LUMO energy (alpha / beta): 0.13 / 0.13 eV. As for the HOMO-LUMO gap (alpha / beta): 7.279 / 7.275 eV.

Each line ends with the Mulliken charge.
Cartesian coordinates (Å):
C 0.12 -1.54 3.03  -0.235
C 0.50 -0.36 3.68  -0.830
C -0.05 -1.69 1.67  -1.128
C 0.84 0.64 2.83  -0.340
C 0.10 -0.59 0.84  1.194
C 0.66 0.59 1.48  -0.113
C -0.36 -0.54 -0.58  0.963
C -0.61 -1.81 -1.46  -1.347
C 2.65 -0.23 -1.95  -0.915
C -1.29 1.77 -0.56  -0.740
N 1.49 1.51 0.74  -0.737
N 1.99 1.12 -0.29  -0.337
N 1.63 0.24 -1.15  0.516
O -1.10 0.48 -1.13  -0.327
H -0.02 -2.40 3.75  0.255
H 0.51 -0.27 4.69  0.554
H -0.58 -2.57 1.26  0.317
H 1.27 1.51 3.30  0.415
H -0.09 -2.66 -1.07  0.424
H -0.05 -1.45 -2.40  0.296
H -1.69 -1.97 -1.69  0.307
H 2.03 -0.75 -2.72  0.292
H 3.19 0.54 -2.47  0.296
H 3.32 -0.86 -1.39  0.289
H -1.13 1.74 0.50  0.359
H -2.38 2.07 -0.69  0.296
H -0.59 2.50 -1.03  0.276

Computed, not measured: the molecule C10H13NO in a non-equilibrium geometry, with ωB97M-V with the def2-TZVPD basis set.

The SMILES is CC(=O)N(C)C1=C=C[C@@H](C)C=C1. As for the LUMO energy (alpha / beta): -0.33 / -0.33 eV. As for the HOMO-LUMO gap (alpha / beta): 7.680 / 7.684 eV.

Each line ends with the Mulliken charge.
Cartesian coordinates (Å):
C -0.39 -0.64 1.28  -0.782
C -1.52 -1.16 0.86  -0.616
C 0.58 -1.23 -0.80  -0.523
C -0.69 -1.37 -1.33  -0.545
C 0.70 -0.54 0.48  0.923
C 1.89 1.48 1.33  0.720
C -1.93 -1.02 -0.57  0.353
C 0.61 1.95 1.97  -1.045
C -2.46 0.33 -1.13  -1.501
C 3.06 -0.48 0.47  -1.058
N 1.89 0.19 0.68  0.216
O 2.97 2.00 1.54  -0.594
H -2.09 -1.67 1.60  0.470
H 1.44 -1.22 -1.50  0.131
H -0.89 -1.48 -2.44  0.298
H -2.63 -1.82 -0.75  0.424
H 0.48 1.59 3.04  0.271
H 0.75 3.03 2.18  0.335
H -0.38 1.79 1.56  0.320
H -1.55 0.79 -1.38  0.402
H -3.01 0.80 -0.41  0.437
H -3.03 0.06 -2.04  0.383
H 3.36 -0.64 -0.59  0.321
H 3.96 -0.08 1.04  0.312
H 3.09 -1.58 0.77  0.348

Computed, not measured: a structure of composition C10H13NO in a non-equilibrium geometry, with ωB97M-V with the def2-TZVPD basis set.

As for the LUMO energy: -0.08 eV. As for the HOMO-LUMO gap: 8.551 eV.

Each line ends with the Mulliken charge.
Cartesian coordinates (Å):
C 1.62 0.80 -1.84  -0.802
C 1.83 0.40 -0.35  0.379
C 0.83 1.00 0.72  -0.839
C -0.58 0.46 0.66  0.313
C -1.80 1.03 1.06  -0.545
C -2.95 0.24 1.24  -0.330
C -2.85 -1.16 1.12  -0.391
C -1.61 -1.92 0.72  -0.669
C -0.49 -1.04 0.56  0.613
C 0.57 -1.58 -0.41  -0.586
H 0.90 2.42 -2.49  0.434
H 2.13 0.11 -2.61  0.303
H 0.57 1.14 -1.98  0.191
H 2.99 0.67 -0.16  0.378
H 1.39 0.79 1.66  0.339
H 0.86 2.10 0.32  0.342
H -1.91 2.10 1.07  0.391
H -3.83 1.02 1.77  0.145
H -3.70 -1.79 1.24  0.427
H -1.76 -2.89 -0.13  0.177
H 0.57 -2.96 -0.56  0.225
H 0.14 -1.13 -1.53  0.195
H 2.55 -1.34 0.44  0.212
N 2.04 -1.03 -0.23  -0.349
O 2.18 2.19 -2.03  -0.555

Computed, not measured: a cluster of 2 separate species, C10H13NO in total in a non-equilibrium geometry, with ωB97M-V with the def2-TZVPD basis set.

The SMILES is Cc1c[nH]c2ccccc12.CO. As for the LUMO energy: 0.75 eV. As for the HOMO-LUMO gap: 8.455 eV.

Each line ends with the Mulliken charge.
Cartesian coordinates (Å):
C 0.71 0.76 3.93  -1.407
C -0.85 -0.93 2.89  -0.506
C -0.89 -0.13 0.68  -0.085
C -0.09 0.23 2.86  0.584
C -0.08 0.82 1.49  0.535
C -1.01 -0.08 -0.69  -0.762
C -0.26 0.99 -1.39  -0.310
C 0.61 1.79 0.75  -0.186
C 0.32 1.99 -0.63  -0.791
N -1.39 -1.18 1.58  -0.082
H -1.83 -2.06 1.53  0.175
H -1.14 -1.64 3.75  0.282
H -1.54 -0.77 -1.27  0.458
H 1.70 1.15 3.69  0.346
H 0.99 0.04 4.60  0.417
H -0.22 0.75 -2.46  0.356
H 1.47 2.40 1.04  0.325
H 0.78 2.88 -1.14  0.302
H 0.06 1.54 4.48  0.236
C 0.39 -1.05 -4.43  -0.502
O 0.44 -2.47 -4.63  -0.531
H 0.77 -2.88 -3.74  0.312
H 0.83 -0.69 -5.32  0.305
H 0.81 -0.67 -3.44  0.235
H -0.58 -0.79 -4.12  0.290

Computed, not measured: the molecule C10H13NO2 in a non-equilibrium geometry, with ωB97M-V with the def2-TZVPD basis set.

The SMILES is O=C(O)CCCCc1ccncc1. As for the LUMO energy: 0.65 eV. As for the HOMO-LUMO gap: 10.152 eV.

Each line ends with the Mulliken charge.
Cartesian coordinates (Å):
C -2.14 0.31 -0.40  0.579
C -2.20 -0.36 1.02  -0.793
C -0.77 -1.03 1.47  -0.314
C 0.17 0.01 2.07  -0.553
C 1.56 -0.03 1.52  -1.127
C 1.49 0.22 -0.07  0.363
C 1.76 -0.79 -1.02  -0.115
C 1.36 -0.53 -2.40  -0.137
C 0.91 1.61 -1.90  -0.371
C 1.03 1.41 -0.58  -0.370
H -1.84 0.02 -2.28  0.413
H -2.88 -1.20 0.59  0.319
H -2.89 0.09 1.72  0.398
H -0.22 -1.38 0.52  0.177
H -0.95 -1.96 2.04  0.410
H -0.30 1.02 1.84  0.309
H 0.31 -0.16 3.13  0.402
H 1.86 -1.08 1.74  0.289
H 2.13 0.69 1.96  0.472
H 2.33 -1.74 -0.76  0.303
H 1.34 -1.34 -3.23  0.304
H 0.46 2.54 -2.16  0.390
H 0.84 2.16 0.18  0.337
N 0.83 0.59 -2.88  -0.577
O -1.88 -0.59 -1.43  -0.485
O -2.32 1.53 -0.67  -0.621

Computed, not measured: the molecule C10H13NO2S in a non-equilibrium geometry, with ωB97M-V with the def2-TZVPD basis set.

The SMILES is O=C(Nc1ccccc1)OCCCS. As for the LUMO energy: -0.29 eV. As for the HOMO-LUMO gap: 8.400 eV.

Each line ends with the Mulliken charge.
Cartesian coordinates (Å):
O 0.99 -2.79 1.81  -0.473
C 1.17 -2.36 0.54  0.265
N 2.39 -1.50 0.29  -0.241
C 2.08 -0.02 0.31  0.224
C 1.75 0.72 1.75  -0.260
C 1.38 2.34 1.70  -0.359
C 1.33 3.13 0.26  -0.366
C 1.69 2.40 -1.19  -0.379
C 2.08 0.79 -1.16  -0.261
O 0.20 -2.82 -0.46  -0.282
C -0.75 -1.77 -0.85  -0.294
C -2.03 -1.57 0.15  -0.349
C -2.75 -0.14 -0.29  -0.516
S -4.61 -0.25 -0.47  -0.265
H 2.93 -1.79 -0.56  0.383
H 1.78 0.10 2.75  0.351
H 1.10 2.87 2.71  0.297
H 1.03 4.27 0.21  0.300
H 1.69 3.00 -2.23  0.283
H 2.34 0.17 -2.13  0.221
H -1.19 -2.10 -1.91  0.276
H -0.27 -0.71 -1.02  0.135
H -1.73 -1.51 1.28  0.239
H -2.77 -2.49 -0.03  0.340
H -2.45 0.73 0.47  0.304
H -2.30 0.20 -1.35  0.282
H -5.09 1.09 -0.55  0.144

Computed energy above the lowest of the compared OMol25 structures with the same formula, charge and spin (kJ/mol) in order:
341.2; 428.2; 875.0; 264.6; 239.1; 1175.4